The following is a DFT calculation (ωB97M-V with the def2-TZVPD basis set) of an isolated ion of composition C4H12N3Si and charge +1 at a distorted geometry.

Computed properties:
2S+1   1
Frontier orbital gap   0.3839 hartree
HOMO energy   -0.548 Eh
SMILES   CC[Si](C)(C)N=[N+]=N
Charge   +1
Total energy   -613.0223 Eh
LUMO   -4.455 eV
ΔE to the lowest compared entry with this formula, charge and spin   17.3 kJ/mol

Positions of all 20 atoms, in Å:
H (4.946, -0.715, 0.063)
H (-0.636, -1.595, 1.680)
C (-0.566, 1.434, 0.160)
H (-2.768, 2.068, 0.496)
C (0.616, -1.088, -1.892)
H (-2.619, 0.393, 0.133)
C (-2.063, 1.183, 0.602)
H (1.596, -1.557, -1.799)
H (0.958, -1.029, 2.107)
H (-2.074, 0.987, 1.692)
Si (0.220, -0.289, -0.187)
N (3.962, -0.673, 0.215)
H (0.619, -0.341, -2.693)
H (-0.105, -1.826, -2.131)
H (-0.725, 2.196, -0.635)
C (0.330, -1.433, 1.354)
H (-0.218, 2.006, 0.980)
H (0.780, -2.334, 1.025)
N (2.085, 0.545, 0.253)
N (3.102, 0.092, 0.116)

Atomic partial charges in e from the Mulliken method, atoms 1 to 6: number 1, H, carries 0.312; number 2, H, carries 0.428; number 3, C, carries -0.412; number 4, H, carries 0.336; number 5, C, carries -1.033; number 6, H, carries 0.329